A structure of composition C4H8FOP at a distorted geometry. Source: OMol25; level of theory: ωB97M-V/def2-TZVPD.

The geometry in XYZ format:
```
15
C4H8FOP (ωB97M-V/def2-TZVPD)
C -0.9762 -0.7247 0.0776
C -1.8851 -1.9008 -0.0506
C 2.3876 0.8770 0.3402
C -1.1867 0.6124 0.0163
O 0.2696 -0.9537 -0.2029
F -2.2334 1.3457 0.3193
P 0.5628 1.0952 -0.1814
H -2.7690 -1.6423 0.5038
H -2.2653 -2.0761 -1.0210
H -1.3691 -2.7695 0.3483
H 2.9042 1.8063 0.1892
H 2.6645 -0.1354 -0.1147
H 2.5367 0.7742 1.4741
H 0.5467 2.4531 -0.1456
H 0.8128 1.2386 -1.5526
```

Its largest force on an atom is 3.53 eV Å⁻¹. The total energy comes out at -18328.5124 eV. The LUMO energy comes out at 0.80 eV. The calculation puts the HOMO energy at -8.04 eV. The multiplicity is 1. The calculation puts the HOMO-LUMO gap at 8.840 eV. As for the energy relative to the best compared isomer or geometry (same formula, charge and spin): 370.8 kJ/mol.